Formula: C45H51HfN5O2Se
Source: OMol25
Level of theory: ωB97M-V with the def2-TZVPD basis set

ORCA input file:
```
! wB97M-V def2-TZVPD RIJCOSX def2/J DEFGRID3
* xyz -2 1
Hf 0.0302 -0.1933 -0.1014
C -1.7286 2.9779 -2.4376
C -1.9797 2.0258 -1.2913
O -1.3171 0.8932 -1.3625
C -2.8321 2.3158 -0.2891
C -3.0403 1.3156 0.7833
C -4.0064 0.1970 0.5029
N -2.4594 1.3181 1.9223
N -1.6757 2.4152 2.2415
C -0.5099 2.4984 1.7068
O 0.0528 1.6938 0.8568
C 0.2987 3.7052 2.0759
C -0.0632 4.5241 3.1429
C 0.6965 5.6385 3.4598
C 1.8264 5.9527 2.7119
C 2.1889 5.1407 1.6472
C 1.4310 4.0206 1.3321
H -0.7407 2.7778 -2.8520
H -1.7867 4.0174 -2.1101
H -2.4642 2.8238 -3.2310
H -3.3072 3.2871 -0.2226
H -4.9846 0.6144 0.2471
H -4.1079 -0.4664 1.3589
H -3.6659 -0.3781 -0.3581
H -0.9437 4.2604 3.7132
H 0.4108 6.2644 4.2978
H 2.4223 6.8229 2.9627
H 3.0702 5.3734 1.0613
H 1.7069 3.3696 0.5126
C -3.9790 -0.8483 3.9999
C -2.6715 -1.5213 3.5846
C -2.7120 -3.0062 3.9632
C -1.4456 -0.8533 4.1776
C -1.4823 -0.3934 5.4878
C -0.3636 0.1625 6.0857
C 0.8177 0.2317 5.3744
C 0.9062 -0.2285 4.0624
C 2.2477 -0.2021 3.3690
C 2.7526 1.2277 3.1829
C 3.2778 -1.0618 4.1042
C -0.2445 -0.7455 3.4538
N -0.2445 -1.2046 2.0942
C -0.1325 -2.4743 1.8954
C -0.4374 -3.0640 0.6455
C -0.4098 -4.4160 0.3238
C -0.9973 -4.5150 -0.9317
C -1.3859 -3.2191 -1.3136
N -1.0184 -2.3172 -0.3699
C -2.2971 -2.9885 -2.5099
C -1.7116 -3.7035 -3.7351
C -3.6564 -3.6229 -2.1591
C -2.5413 -1.5328 -2.8753
H -4.8098 -1.2640 3.4235
H -3.9308 0.2231 3.8118
H -4.2026 -1.0235 5.0559
H -2.5835 -1.4495 2.5010
H -2.7611 -3.1197 5.0503
H -1.8289 -3.5389 3.6091
H -3.5916 -3.4881 3.5277
H -2.4058 -0.4642 6.0487
H -0.4140 0.5312 7.1040
H 1.7047 0.6466 5.8398
H 2.1088 -0.6218 2.3776
H 2.6900 1.8064 4.1101
H 2.1604 1.7320 2.4214
H 3.7910 1.2177 2.8485
H 3.5378 -0.6376 5.0800
H 4.1869 -1.1311 3.5020
H 2.9024 -2.0753 4.2669
H 0.1567 -3.1511 2.7033
H -0.0134 -5.2067 0.9438
H -1.1756 -5.4193 -1.4923
H -1.6459 -4.7834 -3.5863
H -0.7116 -3.3248 -3.9504
H -2.3478 -3.5207 -4.6063
H -3.5520 -4.6859 -1.9307
H -4.3492 -3.5099 -2.9992
H -4.0910 -3.1289 -1.2871
H -3.2421 -1.4962 -3.7167
H -1.6223 -1.0278 -3.1610
H -2.9734 -0.9714 -2.0511
N 1.8907 -0.5859 0.1297
C 3.1764 -0.9062 0.2724
C 4.2189 0.0608 0.2460
C 5.5435 -0.2874 0.4333
C 5.9205 -1.6104 0.6624
C 4.9188 -2.5805 0.6886
C 3.5911 -2.2481 0.5017
H 3.9381 1.0914 0.0600
H 6.3034 0.4883 0.3985
H 6.9608 -1.8773 0.8063
H 5.1835 -3.6215 0.8512
H 2.8235 -3.0146 0.4982
Se 0.8930 -0.1375 -3.0028
C 2.2132 -1.4014 -3.5651
C 1.9003 -2.3322 -4.5625
C 2.8336 -3.2563 -5.0112
C 4.1147 -3.2781 -4.4737
C 4.4456 -2.3502 -3.4937
C 3.5131 -1.4209 -3.0547
H 0.9029 -2.3196 -4.9868
H 2.5539 -3.9689 -5.7809
H 4.8429 -4.0064 -4.8134
H 5.4368 -2.3475 -3.0535
H 3.7922 -0.7017 -2.3010
*
```

The relative energy (zero: lowest compared OMol25 entry of this formula, charge and spin) is 1.4 kJ/mol. The LUMO energy is 4.374 eV. The HOMO energy is -1.13 eV. The orbital gap comes out at 5.50 eV. For the strongest force on any atom, the calculation gives 0.022 hartree/bohr.


Formula: C45H52BN9O7S6Sr
Source: OMol25
Level of theory: ωB97M-V with the def2-TZVPD basis set

ORCA input file:
```
! wB97M-V def2-TZVPD RIJCOSX def2/J DEFGRID3
* xyz -2 1
Sr 0.1529 -0.8135 -0.8121
C 4.2652 2.9657 3.1056
C 3.9694 3.5324 1.7185
C 4.3784 2.5589 0.6278
C 4.7691 4.8191 1.5403
N 2.5075 3.8458 1.6231
C 1.9947 5.1434 1.5188
C 0.6633 5.0346 1.5542
N 0.3408 3.6986 1.7062
B -1.1481 3.3413 1.9136
N -2.0301 3.2751 0.6370
C -3.3685 3.0057 0.8576
C -3.9907 3.0226 -0.3261
N -3.0137 3.2954 -1.2912
C -1.8141 3.4949 -0.6713
S -0.3281 4.0507 -1.3651
C -3.4046 3.3777 -2.7310
C -2.2250 3.2734 -3.6961
C -4.3338 2.2016 -3.0417
C -4.1202 4.7086 -2.9412
N -1.3546 2.0676 2.7778
C -1.0946 2.2099 4.1331
C -1.3967 1.0497 4.7383
N -1.8485 0.1825 3.7365
C -1.7851 0.8252 2.5314
S -2.2266 0.1938 1.0110
C -2.5236 -1.1335 4.0237
C -2.3232 -1.4848 5.4953
C -4.0113 -0.9654 3.7362
C -1.9394 -2.2650 3.1894
C 1.4717 2.9609 1.7232
S 1.6095 1.2697 1.8792
H 5.3366 2.7659 3.1926
H 3.7164 2.0369 3.2692
H 3.9739 3.6857 3.8761
H 5.4294 2.2874 0.7680
H 4.2650 3.0239 -0.3545
H 3.7804 1.6499 0.6437
H 5.8268 4.5558 1.5903
H 4.5645 5.5477 2.3273
H 4.5816 5.2823 0.5692
H 2.6087 6.0124 1.3993
H -0.0981 5.7924 1.4908
H -1.5684 4.2471 2.6159
H -3.7511 2.8039 1.8428
H -5.0189 2.8379 -0.5649
H -1.7074 2.3107 -3.5871
H -1.5009 4.0666 -3.5432
H -2.6467 3.3364 -4.7029
H -3.8381 1.2540 -2.8111
H -4.5611 2.2173 -4.1100
H -5.2772 2.2399 -2.5001
H -3.4406 5.5328 -2.7147
H -4.9953 4.7936 -2.2930
H -4.4456 4.7988 -3.9809
H -0.7055 3.1275 4.5373
H -1.3153 0.7727 5.7689
H -2.7938 -0.7649 6.1675
H -1.2632 -1.5726 5.7442
H -2.7900 -2.4560 5.6640
H -4.4376 -0.1769 4.3639
H -4.5308 -1.9049 3.9440
H -4.1642 -0.7077 2.6868
H -0.8608 -2.3433 3.3408
H -2.1239 -2.1263 2.1255
H -2.4154 -3.1970 3.5046
O -2.0331 -0.2818 -4.2127
S -1.5599 -0.5889 -2.8778
O -2.6638 -1.2639 -2.0415
O -1.1946 0.5964 -2.0712
O -0.4098 -1.5491 -2.8904
O 1.2608 -2.2950 3.1118
H 1.1733 -1.3337 3.1840
H 1.5735 -2.4119 2.1974
O 3.3043 0.5899 -2.4338
C 2.1318 0.5779 -2.5283
N -0.7194 3.9156 -8.0092
C -0.2402 3.3622 -7.1270
C 0.4097 2.6459 -6.0160
C 1.2532 3.3293 -5.1610
C 1.8822 2.6099 -4.1532
N 1.6758 1.3192 -4.0237
C 0.8358 0.6593 -4.7893
C 0.1662 1.3044 -5.8223
H 1.4311 4.3905 -5.2616
H 2.5406 3.0595 -3.4185
H 0.6852 -0.3897 -4.5409
H -0.5444 0.7508 -6.4199
S -2.3570 -5.1201 0.9640
C -1.0092 -4.1017 0.5961
N -1.1732 -3.3548 -0.4346
C -2.4269 -3.5867 -1.0473
C -2.8180 -2.9114 -2.2860
C -4.1863 -3.2562 -2.6593
C -4.9693 -4.1344 -1.9372
C -4.5444 -4.8350 -0.8021
C -3.2386 -4.5005 -0.3948
H -0.1190 -4.0931 1.2127
H -2.1108 -3.0679 -3.0893
H -4.5932 -2.7463 -3.5249
H -5.9828 -4.3081 -2.2929
H -5.1651 -5.5486 -0.2821
C 9.4454 -3.1902 0.5776
C 9.9189 -4.0893 -0.5393
O 11.0903 -4.3286 -0.7117
S 8.7434 -4.8917 -1.6201
C 7.1850 -4.2106 -1.1851
C 6.7692 -2.9835 -1.7103
C 5.5381 -2.4541 -1.3700
C 4.6669 -3.1448 -0.5045
C 5.0881 -4.3856 -0.0059
C 6.3249 -4.9113 -0.3402
C 3.3972 -2.6030 -0.1689
C 2.3057 -2.0651 0.0343
H 10.1875 -2.4068 0.7172
H 9.4006 -3.7910 1.4877
H 8.4625 -2.7619 0.4010
H 7.4253 -2.4440 -2.3838
H 5.2116 -1.4995 -1.7679
H 4.4214 -4.9311 0.6496
H 6.6330 -5.8720 0.0558
*
```

The relative energy (zero: lowest compared OMol25 entry of this formula, charge and spin) is 320.0 kJ/mol. The LUMO energy is 3.348 eV. The HOMO energy is -1.58 eV. The orbital gap comes out at 4.92 eV. For the strongest force on any atom, the calculation gives 0.072 hartree/bohr.